Entry 1:
16
Properties=species:S:1:pos:R:3:forces:R:3 method="wB97M-V/def2-TZVPD" multiplicity=2 s_squared=0.750 homo_ev="3.53 / -2.81" charge=-2 largest_force_ev_per_a=1.06 energy_ev=-13466.7688
O -0.94379 -1.46076 0.99176 -0.1173 0.1390 -0.2580
C -0.14402 -0.67411 0.40016 0.1128 -0.2884 -0.1972
O 0.25644 0.44079 0.74785 -0.1346 0.3655 0.5215
H 0.30171 -1.00578 -0.57398 -0.2762 -0.3862 0.0466
H -4.62508 0.07068 0.95210 -0.4213 -0.5121 0.7324
H -3.20996 -0.02129 0.38779 0.0409 0.0199 0.1187
O -4.05646 0.44129 0.29847 0.5408 0.4223 -0.8064
H -2.22610 -4.48105 1.24940 0.2203 -0.2994 -0.0394
H -2.21472 -2.97749 1.18667 0.2482 0.4780 -0.0680
O -2.81118 -3.73266 1.33092 -0.2669 0.0868 0.0602
H 4.02162 2.17271 -4.18774 0.3545 0.0206 -0.2110
H 4.17887 2.84769 -2.87490 0.1801 0.1518 0.1517
O 4.73563 2.56301 -3.62830 -0.4306 -0.1302 -0.0913
H 2.62589 1.42054 1.67211 -0.1315 0.2997 -0.1940
H 1.65007 2.10649 0.77101 0.1466 -0.1429 0.0810
O 2.46106 2.28995 1.27668 -0.0659 -0.2246 0.1534

=====

Entry 2:
5
Properties=species:S:1:pos:R:3:forces:R:3 method="wB97M-V/def2-TZVPD" multiplicity=2 s_squared=0.755 homo_ev="-5.10 / -7.87" charge=0 largest_force_ev_per_a=3.48 energy_ev=-7300.4475
H -1.87933 0.34865 0.46074 0.1671 -0.7718 1.5498
Ag -0.52106 -1.37587 0.92213 -0.3529 0.6502 -0.0710
O -1.37799 1.49967 -1.20773 -0.8654 -1.4475 -2.4143
C -1.88821 0.47661 -1.49458 1.4442 2.8770 1.3220
Li -1.06605 2.20433 0.68586 -0.3930 -1.3078 -0.3865

=====

Entry 3:
20
Properties=species:S:1:pos:R:3:forces:R:3 method="wB97M-V/def2-TZVPD" homo_ev=-2.52 charge=-2 largest_force_ev_per_a=5.59 energy_ev=-206130.9170
Cu -1.71588 -0.25597 -0.56604 1.3457 1.5945 0.2573
As 0.40120 0.06379 2.69227 1.5400 2.4100 -1.6950
F 1.33481 0.81986 3.96690 -0.6851 -0.3340 0.0308
F 0.48627 -1.49484 3.54710 -0.4526 1.1618 -0.8510
F -0.49207 -0.58082 1.29286 -0.0004 -0.3458 0.7864
F 0.44057 1.68051 1.78306 -0.4405 -2.1792 1.6583
F 1.97444 -0.26405 1.84083 -1.8856 -0.1960 1.0873
F -1.18636 0.48716 3.47201 1.7249 -0.6338 -0.6792
As 1.34333 -2.41097 -1.93927 0.2627 0.6259 2.5951
F 2.43892 -1.82081 -0.60780 -1.1955 -1.0298 -1.9048
F 2.43902 -3.76397 -2.30060 -0.9915 0.9907 0.0003
F 0.17480 -2.84931 -3.22397 1.0736 0.2588 1.1522
F 0.20279 -1.07959 -1.35872 0.5145 -0.8820 -1.1372
F 2.20417 -1.34042 -3.07049 -0.9793 -0.9347 0.7877
F 0.47011 -3.44749 -0.70852 0.8895 0.8369 -1.7260
O -3.07730 3.01147 -1.20962 -2.3844 0.0707 -0.6145
C -1.80975 3.08033 -0.86956 4.8260 1.8933 1.0342
O -1.18207 2.08882 -0.53469 -0.7985 -5.5243 0.2682
O -1.14582 4.14253 -0.85185 -2.1258 1.9537 -0.9037
H -3.30116 3.93378 -1.35394 -0.2377 0.2634 -0.1462

=====

Entry 4:
13
Properties=species:S:1:pos:R:3:forces:R:3 method="wB97M-V/def2-TZVPD" homo_ev=-5.45 charge=-1 largest_force_ev_per_a=14.33 energy_ev=-100664.8086
K -0.00139 -1.16218 -1.08772 0.8115 -3.9200 -13.7592
As -0.15758 1.56780 -1.18667 0.0161 4.5104 -1.9962
F -1.88286 1.64648 -1.72381 1.7340 -0.4358 0.8440
F -0.47027 2.99513 -0.12581 0.5044 -2.1515 -0.7568
F 1.62501 1.55711 -0.79954 -2.4670 -0.5554 -0.0929
F 0.08288 0.30653 -2.46535 0.1871 4.6030 -1.9687
F 0.26427 2.78528 -2.53161 -0.5739 -1.5639 1.7702
F -0.55184 0.30078 0.04288 -1.2618 6.9198 2.1380
O -0.09341 -1.10352 2.48728 -1.0779 2.4405 0.4160
C 0.19443 -2.06179 1.65835 1.1965 -2.7701 -2.1383
O 0.11066 -1.98967 0.43938 -0.1732 -5.1238 10.0154
O 0.64481 -3.06174 2.20896 0.9206 -2.4060 1.8750
H 0.23529 -1.78020 3.08366 0.1837 0.4528 3.6534

=====

Entry 5:
13
Properties=species:S:1:pos:R:3:forces:R:3 method="wB97M-V/def2-TZVPD" homo_ev=-20.67 charge=+2 largest_force_ev_per_a=4.50 energy_ev=-46371.0426
N 0.60366 -0.67733 0.55212 1.2670 1.0929 -0.1495
S 1.96893 -0.37942 -0.06634 -0.6365 -3.8458 -0.8859
O 2.92421 -1.43912 -0.04906 -0.7514 2.0743 0.3087
O 2.02465 0.64540 -1.10926 0.8412 -0.5185 0.3430
S -0.65288 0.41291 0.63303 -1.8915 -1.3942 3.8435
O -0.38878 1.62532 -0.16808 -0.5812 0.0232 0.3601
O -1.05844 0.55962 2.00339 0.9194 0.1264 -2.3714
C -1.98216 -0.51342 -0.33134 -1.3519 -0.6933 -0.2370
F -1.57579 -0.66832 -1.56521 0.4932 0.1107 -0.2534
F -2.18624 -1.66618 0.24947 0.4288 0.3804 0.0889
F -3.05653 0.23509 -0.28579 0.4417 0.1582 0.1719
H 2.38954 2.87179 0.17770 -0.7465 0.0004 -0.0435
Bi 1.12394 2.64383 -1.12359 1.5679 2.4853 -1.1753

=====

Entry 6:
5
Properties=species:S:1:pos:R:3:forces:R:3 method="wB97M-V/def2-TZVPD" homo_ev="-11.06 / -8.40" charge=0 largest_force_ev_per_a=2.70 energy_ev=-143852.1862
C 0.64978 -0.59739 0.25240 -2.0779 -0.0436 -1.7308
F 0.80936 -1.39157 -0.81327 0.2037 -0.0620 0.1319
Br 2.16657 -0.31756 1.18229 0.2600 0.4319 0.5445
Br -0.41611 2.81047 -0.78013 0.1020 -0.3114 0.0787
H -0.36520 -0.11249 0.15485 1.5123 -0.0149 0.9757

=====

Entry 7:
6
Properties=species:S:1:pos:R:3:forces:R:3 method="wB97M-V/def2-TZVPD" homo_ev=-10.28 charge=0 largest_force_ev_per_a=3.83 energy_ev=-144674.7262
C 0.51303 -0.56088 -0.10739 -2.2159 3.1086 0.2533
N -0.56806 0.44173 -0.22899 2.1680 -0.5369 0.8482
O 0.52184 -1.71528 -0.08514 -0.4894 -1.8243 -0.2663
Br 2.12430 0.48930 0.05455 0.5374 0.2061 -0.0689
Br -2.41400 0.08248 0.06326 1.3333 -0.0781 0.0029
H -0.17712 1.26265 0.30371 -1.3333 -0.8755 -0.7693

=====

Entry 8:
9
Properties=species:S:1:pos:R:3:forces:R:3 method="wB97M-V/def2-TZVPD" multiplicity=3 s_squared=2.017 homo_ev="-7.50 / -9.92" charge=0 largest_force_ev_per_a=5.29 energy_ev=-294603.4345
C 1.37105 -0.29344 0.04769 -0.9181 -0.6594 -1.5243
O -2.27417 0.01451 -0.45730 -1.1244 -4.8004 -1.9088
O 0.62718 0.37582 -0.69639 0.7663 -0.5195 0.5399
P -1.41574 0.77474 0.56050 1.3354 2.9723 1.8682
Br 0.30046 -1.75701 1.17957 -0.2803 0.0009 -0.3465
Br 2.45396 0.48923 1.33072 0.9345 0.9826 0.8850
Br 2.47807 -1.48191 -1.19927 -0.0816 -0.0324 0.1592
Br -1.51538 2.88505 -0.29460 -0.0153 -0.8262 0.4826
H -2.02543 -1.00699 -0.47093 -0.6165 2.8821 -0.1554

=====

Please write out number 7 again, unchanged.
6
Properties=species:S:1:pos:R:3:forces:R:3 method="wB97M-V/def2-TZVPD" homo_ev=-10.28 charge=0 largest_force_ev_per_a=3.83 energy_ev=-144674.7262
C 0.51303 -0.56088 -0.10739 -2.2159 3.1086 0.2533
N -0.56806 0.44173 -0.22899 2.1680 -0.5369 0.8482
O 0.52184 -1.71528 -0.08514 -0.4894 -1.8243 -0.2663
Br 2.12430 0.48930 0.05455 0.5374 0.2061 -0.0689
Br -2.41400 0.08248 0.06326 1.3333 -0.0781 0.0029
H -0.17712 1.26265 0.30371 -1.3333 -0.8755 -0.7693